Density functional theory data (ωB97M-V/def2-TZVPD) for one molecule with the formula C3H5N3O at a distorted geometry.

Element x y z (Å)
C: 1.01 0.87 -0.22
C: 1.44 -0.33 0.06
C: -0.78 -0.64 -0.06
H: -0.69 1.54 1.23
H: 1.59 1.75 -0.67
H: 2.42 -0.60 0.13
H: 0.50 -2.32 0.19
H: -2.50 -0.46 -0.33
N: -0.37 0.80 -0.59
N: 0.42 -1.23 0.17
N: -1.90 -1.22 -0.17
O: -1.14 1.84 0.26

For the energy relative to the best compared isomer or geometry (same formula, charge and spin), the calculation gives 4.4980 eV. Its SMILES is [H]/N=c1/[nH]ccn1O. The lowest unoccupied orbital energy comes out at 0.51 eV. Its HOMO-LUMO gap is 9.03 eV.

These are the Löwdin partial charges, in e, on atoms 1 to 4: atom 1 (C): -0.151, atom 2 (C): -0.136, atom 3 (C): -0.413, atom 4 (H): 0.173